(1)
ORCA calculation (ωB97M-V/def2-TZVPD) on 2 unconnected molecules or ions with the total composition C2H4O2S2.

```
10
Properties=species:S:1:pos:R:3
C 0.121 0.938 0.054
C -0.827 0.010 0.491
O 2.728 0.996 -1.004
O 2.246 -0.551 0.877
S -1.641 -1.073 -0.782
S 1.730 0.253 -0.247
H -0.346 1.844 -1.321
H -0.653 -0.796 1.215
H -1.736 0.529 0.827
H -1.621 -2.150 -0.110
```

Computed properties:
Total charge   0
Gap between HOMO and LUMO (alpha / beta)   7.72 / 7.72 eV
LUMO (alpha / beta)   -1.8 / -1.8 eV
HOMO level (alpha / beta)   -9.55 / -9.56 eV

These are the Mulliken partial charges, in e, on atoms 1 to 5: number 1, C, carries -0.26; number 2, C, carries -0.64; number 3, O, carries -0.46; number 4, O, carries -0.47; number 5, S, carries -0.15


(2)
ORCA calculation (ωB97M-V/def2-TZVPD) on 2 unconnected molecules or ions with the total composition C2H4O2S2.

```
10
Properties=species:S:1:pos:R:3
C -0.964 1.023 0.602
C -0.132 -1.415 -0.054
O 0.124 0.832 1.294
O -0.912 -1.229 -1.082
S -0.726 1.895 -0.819
S 1.344 -2.152 -0.392
H 0.947 1.460 1.065
H -1.818 -0.860 -0.767
H 0.549 2.340 -0.725
H 1.588 -1.893 0.879
```

Computed properties:
Total charge   0
Gap between HOMO and LUMO   8.29 eV
LUMO   0.3 eV
HOMO level   -7.95 eV

These are the Mulliken partial charges, in e, on atoms 1 to 5: number 1, C, carries -0.13; number 2, C, carries -0.13; number 3, O, carries -0.13; number 4, O, carries -0.34; number 5, S, carries -0.04


Verdict on stability: (1) comes out at the bottom.


(1)
ORCA calculation (ωB97M-V/def2-TZVPD) on CF3NOS in the gas phase.

```
7
Properties=species:S:1:pos:R:3
C -0.312 1.152 0.539
N 0.593 0.577 -0.336
O -0.502 2.306 0.841
F -1.245 0.175 0.978
F -0.681 -1.777 -0.228
F 1.772 -1.557 -0.725
S 0.375 -0.877 -1.069
```

Computed properties:
Total charge   0
Gap between HOMO and LUMO   10.58 eV
LUMO   -0.7 eV
HOMO level   -11.26 eV

These are the Mulliken partial charges, in e, on atoms 1 to 5: number 1, C, carries 0.60; number 2, N, carries -0.32; number 3, O, carries -0.44; number 4, F, carries -0.24; number 5, F, carries -0.18


(2)
ORCA calculation (ωB97M-V/def2-TZVPD) on 2 unconnected molecules or ions with the total composition CF3NOS.

```
7
Properties=species:S:1:pos:R:3
C 1.213 0.092 0.032
N -1.027 -0.525 0.184
O -3.365 -0.360 0.015
F 1.261 1.306 0.536
F 1.896 -0.767 0.725
F 1.474 0.085 -1.250
S -2.151 0.419 -0.165
```

Computed properties:
Total charge   0
Gap between HOMO and LUMO (alpha / beta)   8.54 / 8.51 eV
LUMO (alpha / beta)   -1.7 / -1.7 eV
HOMO level (alpha / beta)   -10.21 / -10.20 eV

These are the Mulliken partial charges, in e, on atoms 1 to 5: number 1, C, carries 0.73; number 2, N, carries -0.36; number 3, O, carries -0.44; number 4, F, carries -0.15; number 5, F, carries -0.13


Verdict on stability: (2) comes out at the bottom.


(1)
ORCA calculation (ωB97M-V/def2-TZVPD) on 2 unconnected molecules or ions with the total composition C3H12NO2S.

```
19
Properties=species:S:1:pos:R:3
C 0.814 0.594 -1.453
O 0.420 -0.364 -2.414
C 0.677 -0.180 -0.094
C 1.107 0.743 1.037
S 2.809 0.439 1.492
N -0.770 -0.554 -0.006
H 1.880 0.791 -1.569
H 0.161 1.479 -1.515
H 0.469 -0.037 -3.301
H 1.333 -1.014 -0.321
H 1.013 1.751 0.618
H 0.544 0.860 1.966
H 3.304 1.692 1.620
H -1.065 -0.739 0.957
H -1.401 0.101 -0.458
H -0.923 -1.475 -0.422
H -3.835 -0.711 1.180
H -3.465 -2.089 1.520
O -3.072 -1.286 1.162
```

Computed properties:
Total charge   +1
Gap between HOMO and LUMO   9.49 eV
LUMO   -3.2 eV
HOMO level   -12.69 eV

These are the Mulliken partial charges, in e, on atoms 1 to 5: number 1, C, carries -0.86; number 2, O, carries -0.49; number 3, C, carries -0.18; number 4, C, carries -0.75; number 5, S, carries -0.22


(2)
ORCA calculation (ωB97M-V/def2-TZVPD) on 2 unconnected molecules or ions with the total composition C3H12NO2S.

```
19
Properties=species:S:1:pos:R:3
C 0.943 -0.130 -1.501
O 0.217 -1.163 -2.072
C 0.627 0.064 0.005
C 0.834 1.555 0.275
S 2.497 2.197 0.674
N -0.966 -0.144 -0.006
H 2.016 -0.368 -1.578
H 0.669 0.830 -1.951
H 0.661 -1.978 -2.303
H 1.070 -0.583 0.743
H 0.315 2.201 -0.412
H 0.304 1.676 1.287
H 3.290 1.108 0.708
H -1.300 -0.394 0.927
H -1.235 0.836 -0.089
H -1.258 -0.698 -0.818
H -3.502 -1.148 2.209
H -2.465 -2.360 2.120
O -2.715 -1.500 1.782
```

Computed properties:
Total charge   +1
Gap between HOMO and LUMO   9.74 eV
LUMO   -3.0 eV
HOMO level   -12.78 eV

These are the Mulliken partial charges, in e, on atoms 1 to 5: number 1, C, carries -0.31; number 2, O, carries -0.58; number 3, C, carries -0.15; number 4, C, carries -0.97; number 5, S, carries -0.17


(3)
ORCA calculation (ωB97M-V/def2-TZVPD) on 2 unconnected molecules or ions with the total composition C3H12NO2S.

```
19
Properties=species:S:1:pos:R:3
C 1.595 -0.066 -0.057
O 2.127 0.755 -1.110
C 0.323 -0.638 -0.599
C -0.422 -1.503 0.399
S -2.062 -2.066 -0.082
N -0.515 0.480 -1.152
H 2.234 -0.877 0.251
H 1.445 0.617 0.785
H 3.072 0.890 -0.967
H 0.502 -1.216 -1.455
H 0.136 -2.335 0.760
H -0.459 -0.972 1.354
H -2.693 -0.894 0.089
H -1.338 0.178 -1.675
H -0.876 1.124 -0.437
H 0.141 0.990 -1.749
H -1.180 2.581 1.608
H -1.084 1.309 2.468
O -0.947 1.641 1.569
```

Computed properties:
Total charge   +1
Gap between HOMO and LUMO   10.19 eV
LUMO   -3.1 eV
HOMO level   -13.29 eV

These are the Mulliken partial charges, in e, on atoms 1 to 5: number 1, C, carries -0.65; number 2, O, carries -0.56; number 3, C, carries 0.15; number 4, C, carries -0.98; number 5, S, carries -0.13


Verdict on stability: (2) comes out at the bottom.


(1)
ORCA calculation (ωB97M-V/def2-TZVPD) on 9 unconnected molecules or ions with the total composition C4H24N2O10.

```
40
Properties=species:S:1:pos:R:3
N -0.879 0.051 2.466
C -1.573 0.703 1.405
O -2.790 0.688 1.556
N -0.730 1.112 0.327
C 0.367 2.088 0.588
C 1.450 1.868 -0.512
C 2.420 0.697 -0.363
O 2.834 -0.072 -1.185
H 0.074 -0.104 2.437
H -1.476 -0.384 3.160
H -1.259 1.240 -0.569
H 0.852 1.815 1.556
H -0.013 3.089 0.472
H 2.022 2.788 -0.333
H 1.083 1.904 -1.628
H 2.856 0.630 0.683
O 0.406 -0.462 -2.435
H 1.210 -0.813 -2.447
H 0.401 0.375 -2.980
O 1.070 -2.202 0.681
H 1.307 -1.931 -0.187
H 0.494 -2.947 0.662
O 3.531 -2.245 2.612
H 4.245 -1.734 2.412
H 2.961 -2.439 1.887
O -0.860 2.137 -3.779
H -0.905 2.429 -4.634
H -1.671 2.281 -3.449
O 1.964 0.297 4.028
H 2.854 -0.050 4.043
H 1.711 0.252 4.946
O -1.775 -2.005 -2.940
H -1.326 -1.480 -2.346
H -1.254 -2.270 -3.703
O -3.061 1.336 -1.541
H -3.590 1.143 -0.773
H -3.188 0.740 -2.365
O -3.405 -3.147 0.881
H -3.573 -2.843 0.045
H -2.784 -2.537 1.323
```

Computed properties:
Total charge   0
SMILES string   NC(=O)NCCC=O.O.O.O.O.O.O.O.O
Gap between HOMO and LUMO   9.66 eV
LUMO   0.3 eV
HOMO level   -9.40 eV

These are the Mulliken partial charges, in e, on atoms 1 to 5: number 1, N, carries -0.30; number 2, C, carries 0.22; number 3, O, carries -0.66; number 4, N, carries 0.30; number 5, C, carries -0.72


(2)
ORCA calculation (ωB97M-V/def2-TZVPD) on 9 unconnected molecules or ions with the total composition C4H24N2O10.

```
40
Properties=species:S:1:pos:R:3
N 1.671 -1.251 -1.267
C 0.657 -0.333 -1.159
O 0.955 0.868 -0.948
N -0.628 -0.729 -1.328
C -1.143 -2.047 -0.903
C -2.122 -1.909 0.273
C -1.433 -1.759 1.600
O -1.564 -0.777 2.300
H 1.541 -2.069 -1.843
H 2.608 -0.874 -1.338
H -1.374 -0.009 -1.292
H -0.331 -2.742 -0.671
H -1.686 -2.482 -1.749
H -2.743 -2.818 0.366
H -2.804 -1.081 0.100
H -0.787 -2.577 1.928
O -2.229 1.711 1.417
H -2.713 2.129 2.134
H -1.888 0.856 1.761
O 2.635 0.955 1.318
H 1.881 1.026 0.677
H 3.404 1.067 0.741
O 2.059 -1.299 2.555
H 2.318 -0.472 2.096
H 1.775 -1.004 3.422
O -2.906 0.943 -1.117
H -2.807 1.280 -0.208
H -2.740 1.719 -1.699
O 2.702 -3.468 1.069
H 2.639 -2.956 1.898
H 2.718 -2.761 0.410
O -0.563 3.070 -0.253
H -1.129 2.736 0.478
H 0.026 2.311 -0.464
O -2.207 3.234 -2.373
H -1.498 3.186 -1.679
H -2.724 4.011 -2.119
O 3.646 1.124 -1.229
H 4.102 1.855 -1.670
H 2.685 1.335 -1.235
```

Computed properties:
Total charge   0
SMILES string   NC(=O)NCCC=O.O.O.O.O.O.O.O.O
Gap between HOMO and LUMO   10.71 eV
LUMO   0.4 eV
HOMO level   -10.34 eV

These are the Mulliken partial charges, in e, on atoms 1 to 5: number 1, N, carries -0.25; number 2, C, carries 0.45; number 3, O, carries -0.95; number 4, N, carries -0.04; number 5, C, carries -0.80


Verdict on stability: (1) comes out at the bottom.